# 1
Molecular formula: CH5O2PS
Method: DFT, the ωB97M-V functional and the def2-TZVPD basis

Calculated values
HOMO-LUMO gap   9.793 eV

The geometry in XYZ format:
```
10
Properties=species:S:1:pos:R:3:forces:R:3:nbo_charge:R:1
C 1.577 0.141 -0.275 -1.047 0.211 5.479 -0.22
O -2.198 1.238 0.344 0.430 -0.408 2.154 -0.99
O 0.190 0.759 0.517 4.057 0.203 -1.371 -0.89
P -1.046 0.417 -0.457 -0.467 -0.042 0.254 1.28
S -1.223 -1.574 0.351 -0.509 -0.606 -0.364 -0.42
H 2.059 -0.606 0.498 -1.042 1.843 -1.507 0.22
H 2.235 0.908 -0.641 -0.174 0.514 0.143 0.21
H 1.057 -0.381 -0.963 -0.695 -1.812 -2.763 0.17
H -2.052 1.188 1.353 -0.364 0.171 -2.158 0.50
H -0.598 -2.089 -0.726 -0.190 -0.073 0.133 0.14
```
Forces are in eV/Å.

---

# 2
Molecular formula: CH5O2Sn
Method: DFT, the ωB97M-V functional and the def2-TZVPD basis

Calculated values
Spin multiplicity   2
⟨S²⟩   0.75
HOMO-LUMO gap (alpha / beta)   6.260 / 9.536 eV

The geometry in XYZ format:
```
9
Properties=species:S:1:pos:R:3:forces:R:3:nbo_charge:R:1
O -3.062 1.877 0.220 1.085 -3.134 -0.552 -1.09
Sn -1.682 1.397 2.232 -0.546 -0.739 -1.824 0.76
H -2.928 2.421 -0.561 0.172 0.327 0.116 0.48
C -1.983 -1.574 0.568 0.014 -0.523 0.212 -0.23
H -2.952 -1.763 0.074 0.284 0.041 0.130 0.16
H -1.195 -2.120 0.026 -0.248 0.025 0.076 0.16
H -2.041 -2.003 1.584 -0.009 0.124 -0.239 0.16
O -1.668 -0.209 0.588 -0.912 1.722 -0.220 -0.94
H -2.611 0.688 -0.145 0.159 2.156 2.301 0.54
```
Forces are in eV/Å.

---

Relative energy (zero: lowest compared OMol25 entry of this formula, charge and spin) list, top to bottom, in eV: 1.580; 0.198
Max |F| list, top to bottom, in eV/A: 5.58; 3.36